No. 1
19
Properties=species:S:1:pos:R:3:forces:R:3 method="wB97M-V/def2-TZVPD" gap_ev=5.201 homo_ev=-8.99 lumo_energy_ha=-0.1394 total_charge=0
O -1.40465 1.22368 -1.45092 0.6 -0.8 -1.6
O 1.84534 -1.67480 1.26395 -1.0 0.4 -1.3
N -0.18080 -0.82229 -1.65689 2.1 2.3 1.2
C 0.78977 0.77886 0.10019 -0.3 -0.4 1.4
C -1.10291 1.20204 1.80807 0.4 0.2 -0.9
C -1.53132 -0.09074 -1.44249 -1.4 0.3 3.0
C 0.87520 -0.51335 -0.76297 -0.7 1.7 -3.6
C 0.00766 0.59158 1.38151 -0.1 0.1 0.4
H 0.89815 -1.36802 0.05634 1.4 -1.3 2.6
H 0.45476 1.63308 -0.52201 -0.3 -0.8 -0.2
H -2.23158 -0.58879 -2.11816 0.1 0.2 -0.5
H -1.44121 1.16259 2.82733 -0.1 -0.6 0.2
H -1.75320 -0.38025 -0.38586 -0.2 -0.6 -0.6
H 0.50263 -0.15199 2.00730 -0.1 0.5 0.2
H 1.86864 -0.50319 -1.25966 -0.8 -0.4 0.1
H -1.72253 1.80201 1.14845 0.3 0.2 -0.1
H 1.81359 0.98743 0.43495 -0.1 -0.3 -0.1
H 0.11240 -0.71556 -2.63037 0.3 -0.7 0.0
H 2.20007 -2.57228 1.20123 -0.2 -0.1 -0.3

***

No. 2
19
Properties=species:S:1:pos:R:3:forces:R:3 method="wB97M-V/def2-TZVPD" smiles="[H]/N=C(/C)O[C@@H](C)CO" gap_ev=9.933 homo_ev=-9.12 lumo_energy_ha=0.0298 total_charge=0
O -1.86525 1.08850 0.05152 0.6 -0.1 1.0
O 0.55960 -0.79872 0.82217 1.5 2.2 0.8
N 0.60926 1.38987 1.71823 1.4 -0.2 -1.5
C 0.96915 0.66118 0.73359 0.3 -2.6 3.4
C -0.16348 -1.00983 -0.31413 -1.8 3.5 -1.9
C -1.36702 -1.87624 -0.07518 0.2 -0.2 0.2
C 2.12316 0.85940 -0.18874 -0.5 0.9 -0.6
C -0.87004 0.66987 -0.82600 -0.4 -3.1 -0.8
H -1.33856 0.26161 -1.72304 -0.5 0.2 0.0
H 0.31779 0.83463 2.52085 -0.8 -0.2 -0.4
H 2.36867 1.92340 -0.22527 0.0 -0.1 0.0
H -2.02359 -1.40643 0.66384 0.1 0.0 -0.2
H 0.44250 -1.26309 -1.18977 0.0 -0.3 0.1
H -1.04378 -2.83569 0.34251 0.0 0.0 -0.1
H -0.27817 1.50140 -1.21948 0.7 -0.2 0.5
H 2.98438 0.30543 0.19145 -0.2 0.0 0.1
H 1.91056 0.52765 -1.20445 0.0 -0.1 0.1
H -1.92575 -2.05798 -0.99529 0.1 0.0 0.1
H -1.40942 1.22501 0.91718 -0.6 0.2 -0.8

***

No. 3
19
Properties=species:S:1:pos:R:3:forces:R:3 method="wB97M-V/def2-TZVPD" smiles="C=CC[C@@H](N)C=O.O" gap_ev=10.391 homo_ev=-9.68 lumo_energy_ha=0.0261 total_charge=0
O -0.13975 0.49266 -2.01608 0.8 -0.4 0.6
O -5.62516 4.45142 0.10046 -2.9 0.6 2.6
N -0.78598 -2.06464 0.38062 3.7 -2.1 1.5
C 3.47397 -0.60976 -0.20549 3.0 -2.1 -1.9
C 1.17372 -0.26814 0.69432 -2.0 0.6 -1.5
C -0.49453 -0.44645 -1.35593 -1.6 -0.1 -0.7
C 2.65593 -0.12360 0.68994 -1.3 -1.6 -1.7
C 0.31586 -1.27143 -0.28218 0.8 0.0 0.3
H -6.03863 3.62903 -0.11272 0.3 -0.6 -0.6
H 1.14744 -2.01658 -0.64947 -2.0 1.3 0.0
H -0.28945 -2.69569 1.16927 -1.8 2.0 -2.3
H 0.99439 -0.70498 1.66149 -0.8 0.5 0.7
H 3.25397 -1.35188 -1.08953 -0.1 2.0 1.6
H 3.00089 0.23649 1.60085 0.9 1.2 1.3
H -1.48982 -1.50202 0.81662 -0.1 0.5 0.4
H 0.76707 0.79216 0.50429 0.2 -1.5 0.9
H -4.86281 4.65945 -0.34481 2.6 0.0 -1.9
H 4.60680 -0.51080 -0.05936 -1.8 -0.1 -0.1
H -1.66391 -0.69524 -1.50230 2.2 -0.3 0.8

***

No. 4
19
Properties=species:S:1:pos:R:3:forces:R:3 method="wB97M-V/def2-TZVPD" smiles="C=CC[C@@H](N)C=O.O" gap_ev=10.275 homo_ev=-9.57 lumo_energy_ha=0.0261 total_charge=0
O 0.00629 -0.88300 1.94028 -0.4 -0.2 0.0
O -2.59472 0.50965 1.60375 -0.3 0.0 0.4
N 1.84598 -1.95030 0.02971 0.0 -0.1 0.1
C 0.66546 -1.16305 -0.30712 -0.1 -0.3 0.1
C 0.91691 0.31911 -0.56131 0.0 0.0 0.2
C -0.48907 2.37280 -0.69105 -0.4 0.3 -0.1
C -0.26444 -1.40851 0.88898 1.0 0.4 -0.4
C -0.28089 1.10483 -1.01247 0.2 0.1 0.0
H -1.63952 0.39529 1.55237 -0.2 0.1 -0.1
H -1.10368 -2.09923 0.75137 -0.2 -0.1 0.2
H 0.15898 2.96427 -0.05116 0.1 -0.3 0.0
H -1.36044 2.90109 -1.06694 0.1 -0.1 0.0
H 1.70191 0.36076 -1.31287 0.1 0.1 -0.2
H 2.33327 -1.54034 0.81649 0.1 0.0 -0.1
H 0.25708 -1.62258 -1.20378 -0.3 0.0 -0.1
H 1.32170 0.78076 0.34107 0.1 -0.1 0.1
H -0.98235 0.62364 -1.69008 0.0 -0.1 0.0
H 2.47455 -2.08517 -0.75250 0.0 0.2 0.1
H -2.96703 0.41998 0.72525 0.2 0.1 -0.2

***

No. 5
19
Properties=species:S:1:pos:R:3:forces:R:3 method="wB97M-V/def2-TZVPD" gap_ev=8.808 homo_ev=-8.02 lumo_energy_ha=0.0288 total_charge=0
O 1.58010 1.40084 0.49465 0.0 0.2 0.3
O -0.87931 1.93167 -0.41225 0.2 -0.3 -0.1
N -2.56259 0.44985 0.38957 1.6 1.1 -1.1
C 1.27923 0.06819 0.06868 -2.1 -0.9 0.5
C -1.13094 0.67927 0.02615 -3.6 -0.7 1.6
C -0.53553 -1.66369 0.89162 -0.4 0.3 0.1
C -0.30351 -0.28556 0.36346 4.6 0.5 -1.1
C 1.66814 -0.06713 -1.39185 0.4 0.2 -0.1
H -0.20781 -2.41368 0.16558 0.0 0.0 0.1
H -2.92972 -0.35788 -0.10447 0.0 0.2 0.0
H -1.58861 -1.84424 1.11950 0.1 0.0 0.0
H 0.02999 -1.81159 1.81780 0.0 -0.1 -0.1
H 1.29847 0.77707 -1.98425 -0.1 -0.2 0.1
H 2.76005 -0.06244 -1.49578 -0.2 0.0 0.0
H 1.34315 1.45183 1.43796 0.1 0.0 -0.5
H 1.87837 -0.61357 0.68099 -0.1 -0.1 -0.1
H 1.28775 -0.99476 -1.82777 0.0 0.1 0.2
H 0.09242 2.07333 -0.35354 -0.4 0.0 0.2
H -3.07965 1.28250 0.11396 -0.1 -0.3 0.0

***

No. 6
19
Properties=species:S:1:pos:R:3:forces:R:3 method="wB97M-V/def2-TZVPD" smiles="NC(=O)CO.C=CC" gap_ev=9.811 homo_ev=-9.18 lumo_energy_ha=0.0234 total_charge=0
O 0.48965 -0.51772 -0.35402 0.6 2.0 -1.5
O -1.00670 -3.73782 0.04681 0.1 0.0 -0.2
N -1.88368 -1.65276 -0.12426 -0.2 0.1 -0.2
C 0.93863 1.67667 0.47573 0.3 0.4 -1.3
C -0.86875 -2.54747 -0.15290 0.1 0.4 0.5
C 1.28860 1.91294 -0.82669 0.1 1.5 1.6
C 0.51518 -1.91347 -0.33889 0.5 -0.4 -0.5
C -0.40498 1.94441 1.05669 0.0 -0.1 0.0
H 2.33619 2.00624 -1.07949 0.1 -0.5 -0.1
H 1.13150 -2.24979 0.50612 -0.1 -0.1 -0.1
H -2.82981 -1.97226 0.00105 0.1 -0.1 0.0
H -0.32539 2.76750 1.77354 0.0 0.0 0.0
H 1.66530 1.23464 1.14725 0.1 0.1 0.0
H -1.69087 -0.67649 -0.28472 0.1 -0.2 0.0
H -0.77330 1.07673 1.60220 0.0 0.0 0.0
H -1.12602 2.21265 0.28531 0.0 0.1 0.0
H 0.63462 2.52069 -1.44015 -0.3 -0.3 -0.2
H 0.95470 0.27206 -1.05260 -1.3 -3.1 2.0
H 0.95513 -2.35676 -1.24099 -0.1 0.1 0.0

***

No. 7
19
Properties=species:S:1:pos:R:3:forces:R:3 method="wB97M-V/def2-TZVPD" smiles="CCN(C)CC(=O)O" gap_ev=9.497 homo_ev=-8.78 lumo_energy_ha=0.0263 total_charge=0
O -0.22348 -0.62209 -3.12754 -1.0 -1.1 -3.7
O 1.08648 -1.86084 -1.90530 -0.1 -0.7 0.5
N 0.28093 -0.08844 0.33386 0.7 -0.5 1.1
C 0.70709 -1.32758 0.99454 1.3 -1.1 -1.3
C -0.01681 2.23121 1.14249 0.2 0.5 -2.0
C 0.19329 -1.06009 -1.97669 1.9 1.0 1.6
C -0.49615 -0.30332 -0.81676 -0.4 -2.6 -2.2
C -0.44408 0.80588 1.15490 -1.9 0.4 4.5
H -0.40930 2.62768 0.19906 0.1 0.6 0.2
H -0.91256 0.61236 -1.24411 0.0 -0.2 0.3
H 1.04230 2.33237 1.08043 1.0 0.0 0.1
H -1.55968 0.86935 0.86864 1.3 -0.7 0.8
H 0.90526 -1.39098 2.04178 -0.4 1.3 1.0
H 0.07386 -1.29689 -3.84982 -0.4 1.7 1.8
H -1.28297 -1.10393 -0.64160 -0.2 1.1 0.2
H 1.71217 -1.58319 0.61004 -0.7 -0.2 -0.3
H -0.36158 2.80930 1.96883 -0.5 0.3 0.6
H 0.03622 -2.18819 0.83916 0.0 0.3 -0.4
H -0.33100 0.53741 2.32809 -0.6 -0.1 -2.7

***

No. 8
19
Properties=species:S:1:pos:R:3:forces:R:3 method="wB97M-V/def2-TZVPD" gap_ev=4.544 homo_ev=-8.27 lumo_energy_ha=-0.1368 total_charge=0
O 1.94022 1.33273 0.33040 -3.9 0.8 0.6
O 2.75996 -0.41334 -1.18926 1.6 0.7 -0.9
N -0.50003 1.57991 0.35284 2.8 -1.0 -1.6
C -1.53413 0.97130 -0.36307 -4.6 0.6 0.3
C 0.55230 -0.54710 0.78366 -0.2 -2.7 0.7
C -1.59865 -0.52748 -0.29645 0.1 -2.3 1.2
C -0.93297 -0.88296 1.05076 -0.7 -0.7 1.3
C 0.62670 0.80058 0.04396 3.0 4.3 1.2
H 3.57136 -0.28377 -1.77670 -1.9 -0.4 1.1
H 1.12024 -1.19717 0.02129 -0.9 0.5 1.3
H 2.57453 0.77164 -0.20956 0.2 -1.5 -1.1
H -2.56789 1.26815 0.09736 1.9 0.2 -0.8
H -1.38807 -0.16274 1.89835 1.1 -1.8 -1.6
H 1.15401 -0.46270 1.69834 -0.3 0.2 -0.4
H -1.11515 -2.01975 1.32482 0.5 2.4 -0.5
H -0.95765 -1.11418 -0.97062 -0.7 0.4 -0.6
H 0.59684 0.52911 -1.01537 0.3 -0.5 -0.7
H -2.66450 -0.85038 -0.32204 0.8 0.2 -0.4
H -1.63710 1.20815 -1.45872 0.6 0.6 0.9

***

No. 9
19
Properties=species:S:1:pos:R:3:forces:R:3 method="wB97M-V/def2-TZVPD" smiles="CC[C@@H](C)NC(=O)O" gap_ev=10.726 homo_ev=-9.88 lumo_energy_ha=0.0309 total_charge=0
O -0.02184 0.54677 2.72288 0.0 -0.2 -0.4
O 1.69796 1.83816 2.10231 -0.4 0.0 -0.7
N 0.61094 0.62072 0.53305 -0.2 -0.3 0.0
C 1.10534 -1.63203 -0.24719 0.0 -0.3 -0.1
C -0.65392 -0.27143 -1.28676 0.0 0.6 0.1
C -0.00282 -0.61060 0.06718 0.4 -0.4 -1.7
C 0.69658 0.94824 1.82845 0.0 0.2 1.0
C -1.89954 0.59130 -1.10901 0.0 -0.6 -0.4
H -0.79312 -0.95899 0.72286 0.3 0.0 0.5
H -1.75158 1.59255 -0.72483 0.3 0.2 -0.2
H 1.84439 -1.09807 -0.84509 0.3 0.0 0.2
H 0.78053 -2.41784 -0.92349 -0.5 -0.1 0.0
H 0.09644 0.21904 -1.91637 0.0 0.1 0.0
H -2.49462 0.07359 -0.38235 -0.7 -0.2 0.5
H 1.58561 -2.16704 0.57402 0.0 0.5 0.3
H 1.40595 2.21999 2.93459 0.3 0.1 0.4
H 1.17981 1.07664 -0.16097 0.3 0.2 0.3
H -0.91234 -1.16168 -1.85602 -0.1 -0.3 0.3
H -2.47376 0.59070 -2.03328 0.0 0.4 0.0

***

No. 10
19
Properties=species:S:1:pos:R:3:forces:R:3 method="wB97M-V/def2-TZVPD" smiles="O=CN1CCCC1.O" gap_ev=9.655 homo_ev=-9.00 lumo_energy_ha=0.0240 total_charge=0
O -3.01931 -0.05641 -0.56808 -3.0 -0.3 0.8
O 0.64689 -2.66734 0.71975 -0.6 -0.1 0.1
N -0.88686 0.44596 -0.64140 0.8 -0.2 1.0
C -0.72236 1.18026 0.68298 -1.4 0.6 0.3
C 1.47025 0.18993 0.04758 -3.6 -1.4 1.7
C 0.36417 -0.02893 -1.02879 4.2 0.2 -3.8
C 0.92518 1.35288 0.85729 -2.1 -1.2 2.9
C -2.01775 -0.12086 -1.19538 1.4 1.3 0.7
H -1.41891 2.16696 0.52678 2.0 -2.2 1.0
H 0.80604 0.62567 -1.98469 -1.2 -1.6 1.9
H -1.11876 0.53658 1.60165 0.5 1.4 -2.0
H 0.17869 -1.82458 0.80752 0.1 -0.3 0.0
H 1.20943 1.11385 1.99669 -0.9 1.0 -2.4
H -2.01939 -0.52285 -2.23906 0.8 0.1 0.6
H 1.67464 -0.72524 0.69804 -0.4 1.3 -0.9
H 2.32307 0.40013 -0.43383 3.2 0.8 -1.6
H 0.39723 -1.09632 -1.33589 -0.3 0.7 0.0
H 1.25080 2.35706 0.61388 0.1 0.0 -0.3
H -0.04305 -3.32674 0.87496 0.2 0.0 0.0

***

No. 11
19
Properties=species:S:1:pos:R:3:forces:R:3 method="wB97M-V/def2-TZVPD" smiles="C/C(N)=C(/C)C(O)O" gap_ev=8.648 homo_ev=-7.81 lumo_energy_ha=0.0307 total_charge=0
O 2.57957 -0.52964 -0.27162 0.3 0.0 -0.2
O 1.11813 -1.26483 1.33565 -0.2 0.1 0.4
N -1.97914 1.09738 -0.31296 -0.2 0.1 0.0
C 1.24373 -0.83397 -0.00234 -0.5 -0.3 -0.2
C -1.63270 -1.24367 0.24580 -0.5 0.3 0.1
C 0.27115 0.30898 -0.22590 0.5 0.0 0.1
C -1.04245 0.09688 -0.08807 0.1 -0.2 -0.1
C 0.82794 1.65806 -0.60146 -0.1 -0.2 0.0
H -1.25010 -2.01479 -0.40974 0.1 -0.2 -0.2
H 1.86898 1.56457 -0.91956 -0.2 0.1 0.0
H 0.78325 2.36382 0.23583 0.0 0.1 -0.1
H 0.26162 2.07505 -1.43942 0.1 0.1 0.0
H 1.68200 -2.03173 1.46844 0.1 -0.1 -0.1
H -1.62913 2.03754 -0.25902 0.0 0.1 0.0
H 1.00910 -1.66665 -0.68736 0.1 0.1 0.2
H -1.38138 -1.51682 1.25992 0.1 -0.1 0.3
H -2.86528 0.98012 0.15513 0.1 0.0 -0.1
H -2.72661 -1.22091 0.15418 0.3 0.0 -0.1
H 2.86126 0.14064 0.36251 0.0 0.0 0.0

***

No. 12
19
Properties=species:S:1:pos:R:3:forces:R:3 method="wB97M-V/def2-TZVPD" gap_ev="7.253 / 7.133" homo_ev="-7.24 / -7.19" lumo_energy_ha="0.0003 / -0.0022" total_charge=0
O -0.20649 1.34252 0.55872 -0.2 -0.5 -1.2
O 1.77675 -0.92964 2.52731 0.1 0.2 0.0
N -1.10716 -0.79437 -1.02641 0.1 -0.2 0.1
C 2.51603 -0.04352 0.44102 0.1 0.1 0.2
C -2.53594 -0.54883 -0.85393 0.1 0.0 0.0
C 1.51201 -0.18913 1.57725 -0.3 -0.3 -0.5
C -0.02134 1.33320 -0.70616 0.3 0.6 0.6
C 0.23555 0.43890 1.49204 0.2 0.0 0.8
H -2.91597 -0.02079 -1.72897 -0.1 0.0 0.0
H 2.19999 -0.63699 -0.41982 0.0 0.0 0.0
H 0.84046 0.89647 -1.18563 -0.1 -0.3 0.2
H 2.63552 0.99560 0.13112 0.0 0.1 -0.1
H -0.35508 0.51009 2.39387 0.0 0.1 -0.1
H -3.12210 -1.46103 -0.70598 0.0 0.1 0.0
H -2.67118 0.09454 0.01493 -0.1 0.0 0.0
H 3.47613 -0.41554 0.79439 -0.1 0.0 0.0
H -0.71872 -1.25015 -0.20042 -0.1 0.1 -0.3
H -0.91213 -1.35924 -1.84488 0.0 0.0 0.1
H -0.62638 2.03790 -1.25847 -0.1 0.0 0.1

***

No. 13
21
Properties=species:S:1:pos:R:3:forces:R:3 method="wB97M-V/def2-TZVPD" gap_ev=8.010 homo_ev=-7.62 lumo_energy_ha=0.0143 total_charge=0
S 1.98301 0.95903 -0.05741 1.7 0.1 -0.4
S 3.56746 -0.37116 -0.56032 -0.9 0.0 -1.3
O 0.67002 -2.63539 0.75148 -0.2 -0.9 -0.4
O 0.62060 -2.25472 -1.53021 -0.1 -1.1 -2.6
N 0.19133 -0.22732 1.47045 2.9 -0.7 0.8
C -1.85663 -0.26685 -0.46833 -1.1 -1.0 -3.8
C -0.60544 0.54686 -0.72579 0.9 1.5 1.8
C 0.64358 -2.27720 -0.38643 0.6 1.6 2.5
C 0.63476 -0.06233 0.00582 -1.8 -0.1 0.5
C -0.81862 2.07771 -0.27750 1.0 -2.4 0.4
H 0.29780 -1.27537 1.62814 0.5 1.1 0.3
H -2.56640 -0.15519 -1.36361 0.7 0.5 1.3
H -0.37649 0.53427 -1.78965 -0.1 -0.1 0.0
H -1.81451 2.24986 -0.62779 -0.3 1.3 -0.6
H -2.50570 -0.26038 0.37433 0.0 0.7 1.2
H -1.61342 -1.29483 -0.67005 0.2 -0.8 0.4
H 0.76518 0.37168 2.17131 -1.6 -1.2 -1.4
H 4.38519 -0.24090 0.43943 0.5 0.3 1.2
H 0.08700 2.61215 -0.68747 -1.6 0.1 0.6
H -0.78050 -0.12639 1.45177 -1.9 1.0 0.8
H -0.90824 2.09648 0.85184 0.5 0.3 -1.1

***

| no. | E_tot (eV) |
| --- | --- |
| 1 | -10940.6017 |
| 2 | -10945.8070 |
| 3 | -10945.4084 |
| 4 | -10947.2005 |
| 5 | -10947.7409 |
| 6 | -10946.7351 |
| 7 | -10947.2191 |
| 8 | -10941.6244 |
| 9 | -10949.2669 |
| 10 | -10946.5702 |
| 11 | -10948.0985 |
| 12 | -10944.6575 |
| 13 | -32616.8014 |